1.
{"formula": "H30O15", "method": "ωB97M-V with the def2-TZVPD basis set", "total_charge": 0, "de_lowest_kcal_mol": 67.3, "gap_ev": 10.298, "elements": ["O", "O", "O", "O", "O", "O", "O", "O", "O", "O", "O", "O", "O", "O", "O", "H", "H", "H", "H", "H", "H", "H", "H", "H", "H", "H", "H", "H", "H", "H", "H", "H", "H", "H", "H", "H", "H", "H", "H", "H", "H", "H", "H", "H", "H"], "coordinates": [[2.14323, -1.47564, 1.98018], [0.47357, 2.55826, 0.32259], [3.40111, 2.10091, -0.62500], [-0.12164, -2.17384, -0.26031], [1.50209, 0.10655, -1.93080], [0.29746, 2.52095, -3.99478], [1.79620, -2.36486, -3.30023], [-2.97835, 3.24196, 2.77574], [-1.45656, -0.02312, -1.52265], [-3.43980, -1.94910, 0.28797], [-3.88634, 0.68746, -0.35288], [-1.02214, -3.39005, 2.53438], [-1.63307, 1.10005, 1.39028], [0.26762, 1.36768, 3.92376], [3.42138, -1.09514, -0.52825], [-3.00655, 3.58345, 1.87218], [-0.32671, 2.24972, -4.64858], [0.64633, 1.74217, -0.10850], [2.54946, -1.36796, 2.87337], [3.37197, 1.14139, -0.88558], [-1.29056, -0.40827, -0.64917], [1.00590, 0.46841, -1.19860], [-4.10906, -2.64071, 0.09918], [1.28327, -1.70534, -3.78810], [-0.26563, 2.17029, 4.02042], [1.79159, 0.80977, -2.58920], [-3.84252, -0.21321, -0.02596], [-0.12402, 2.45699, -3.19135], [-1.27534, 1.42481, 0.56101], [0.00617, 2.72677, 1.12803], [-0.89283, -2.96423, 1.68398], [-2.30789, 0.46773, 1.16060], [2.77497, -1.30204, 1.25095], [2.25577, -1.80653, -2.66402], [-3.22356, 0.57710, -1.06679], [-0.28171, -3.76083, 2.99883], [0.50754, -2.36702, 0.43380], [4.32066, 2.19522, -0.33231], [-0.10465, 1.05081, 3.09252], [-2.57172, 2.38097, 2.73912], [-2.62099, -2.34799, 0.57707], [0.21425, -2.62859, -1.05197], [-1.14463, -0.69869, -2.12548], [4.08563, -0.49583, -0.15624], [3.81011, -1.95045, -0.70923]], "atomic_forces_ev_per_a": [[0.2009, -0.1186, 0.5261], [0.6302, 2.6405, -1.4027], [0.6292, -1.7158, -0.2275], [-0.3488, -0.2742, -0.3659], [0.9344, 0.7084, -1.8402], [2.2834, 0.3407, -2.1873], [-0.1689, 0.0597, -0.0953], [-0.2305, 0.9434, 0.2897], [-0.0052, 0.3977, 0.2825], [-0.9075, -0.2617, -0.2824], [0.6325, 0.1211, -0.6794], [-1.8933, 0.0977, 0.2183], [0.8534, -0.1696, 0.6872], [-0.4665, 0.4973, -0.3202], [-0.1022, 0.3858, 0.4205], [0.0360, -0.4018, 0.2173], [-0.6462, -0.2490, -0.6315], [-0.2433, -0.9662, 0.9868], [-0.2727, 0.0192, -1.4013], [-0.3648, 1.3719, 0.0843], [0.0717, -0.2163, -0.2680], [-0.1355, 0.2164, -0.3464], [0.9192, 0.4963, 0.3359], [0.0707, -0.2566, 0.0482], [0.2654, -0.0099, 0.4468], [-1.0008, -0.7926, 1.5449], [-0.5650, -0.5121, 0.3575], [-1.6184, -0.1573, 2.9142], [-0.2337, 0.1878, -0.2419], [-0.1925, -1.1921, 0.6127], [1.0533, -0.3383, 0.3162], [-0.7471, -0.0415, -0.1914], [-0.2941, -0.0286, 0.7952], [-0.0324, 0.1497, 0.1859], [-0.4729, 0.5118, 0.1668], [0.8485, 0.2091, -0.5479], [0.6445, 0.1731, 0.3398], [-0.2970, 0.3444, -0.0472], [0.1216, -0.5204, -0.1785], [0.1399, -0.4459, -0.5041], [0.0373, -0.5191, 0.0253], [-0.0627, 0.1810, 0.2596], [0.1463, -0.1021, -0.1755], [0.2030, -0.6253, -0.1943], [0.5804, -0.1380, 0.0673]], "nbo_charge": [-1.00, -0.97, -0.93, -0.99, -0.98, -0.94, -0.96, -0.96, -0.97, -0.97, -0.98, -0.97, -0.99, -0.95, -0.95, 0.47, 0.47, 0.47, 0.49, 0.47, 0.49, 0.47, 0.50, 0.47, 0.47, 0.51, 0.48, 0.47, 0.48, 0.51, 0.48, 0.49, 0.49, 0.48, 0.48, 0.49, 0.50, 0.46, 0.48, 0.48, 0.49, 0.50, 0.49, 0.48, 0.49]}

=====

2.
{"formula": "C4H5NO", "method": "ωB97M-V with the def2-TZVPD basis set", "total_charge": 0, "de_lowest_kcal_mol": 69.4, "gap_ev": 11.419, "elements": ["O", "N", "C", "C", "C", "C", "H", "H", "H", "H", "H"], "coordinates": [[-1.46282, -0.46837, 0.43466], [3.27744, -0.46709, 0.58780], [-0.29093, 0.28718, 0.36758], [0.80276, -0.63049, -0.31611], [2.18132, -0.52035, 0.20942], [-1.70218, 0.79493, -0.11487], [0.50713, -1.68605, -0.15011], [-1.68203, 1.05657, -1.16577], [0.86190, -0.52470, -1.40217], [0.10194, 0.92508, 1.15329], [-2.59451, 1.23328, 0.39628]], "atomic_forces_ev_per_a": [[-0.1896, -0.5899, 0.1819], [-1.5631, -0.0556, -0.4710], [-0.1780, 0.2546, 0.0530], [-0.2196, 0.4175, -0.2303], [0.9271, 0.4276, 0.3463], [0.5797, 0.0158, -0.4481], [-0.1586, 0.6593, 0.0791], [-0.4640, -1.1008, -0.5368], [-0.0830, 0.1609, 0.0232], [-0.2206, -0.8258, 0.8566], [1.5697, 0.6364, 0.1462]], "nbo_charge": [-0.47, -0.32, 0.07, -0.55, 0.28, -0.11, 0.27, 0.17, 0.26, 0.19, 0.20]}

=====

3.
{"formula": "C4H6Cl2", "method": "ωB97M-V with the def2-TZVPD basis set", "total_charge": 0, "de_lowest_kcal_mol": 10.8, "gap_ev": 10.581, "elements": ["Cl", "Cl", "C", "C", "C", "C", "H", "H", "H", "H", "H", "H"], "coordinates": [[-2.45564, -1.95504, 0.11046], [1.58457, 2.28766, -0.82373], [-0.80762, -1.51222, 0.40707], [-0.04121, -0.61569, -0.14944], [1.23585, -0.16443, 0.45014], [1.22410, 1.35991, 0.67317], [2.11132, -0.52116, -0.12645], [1.39983, -0.64692, 1.42036], [2.02384, 1.62070, 1.34548], [-0.31930, -0.12925, -1.07074], [-0.42090, -2.09500, 1.13735], [0.34663, 1.71155, 1.13384]], "atomic_forces_ev_per_a": [[0.1827, 0.1832, -0.5765], [-0.3659, -0.1553, 0.1142], [-1.2102, 0.4356, -1.0331], [-0.2128, 0.6350, -1.1464], [0.7588, -0.2446, 0.2337], [1.8647, -0.9119, -0.4915], [-0.3355, 0.6806, -0.0763], [-0.2900, 0.1505, 0.0988], [0.3972, 0.0457, 0.1971], [-0.3486, 0.3630, -0.0647], [0.9387, -1.5378, 2.6242], [-1.3791, 0.3561, 0.1204]], "nbo_charge": [-0.01, -0.08, -0.19, -0.21, -0.45, -0.35, 0.23, 0.22, 0.21, 0.22, 0.19, 0.21]}